Here is 9 unconnected molecules or ions with the total composition C37H51ClO28 from OMol25. Energies are from the ωB97M-V functional and the def2-TZVPD basis.

Atoms and positions in Å:
C  -4.19  -0.86  -1.75
C  -3.78  0.65  -1.30
C  -3.55  0.74  0.28
C  -2.60  1.28  -2.19
C  -2.05  2.70  -1.66
C  -1.40  0.23  -2.51
O  -1.10  -0.49  -1.29
C  0.13  -1.19  -1.36
C  1.44  -0.60  -1.43
C  1.92  0.91  -1.49
C  1.64  1.79  -0.18
C  0.65  1.15  0.90
Cl  3.24  2.22  0.62
C  2.32  -1.96  -1.42
O  3.55  -2.11  -1.37
O  1.49  -3.13  -1.43
C  0.11  -2.78  -1.35
O  -0.91  -3.51  -1.33
H  -5.16  -1.17  -1.23
H  -3.39  -1.62  -1.40
H  -4.33  -0.92  -2.88
H  -4.72  1.28  -1.53
H  -4.53  0.59  0.89
H  -3.10  1.73  0.65
H  -2.85  -0.09  0.65
H  -3.07  1.50  -3.23
H  -2.82  3.13  -0.93
H  -2.01  3.44  -2.55
H  -1.01  2.64  -1.18
H  -0.50  0.85  -2.88
H  -1.72  -0.48  -3.35
H  3.06  0.90  -1.68
H  1.45  1.42  -2.40
H  1.16  2.78  -0.54
H  -0.43  1.23  0.49
H  0.88  0.07  1.17
H  0.66  1.77  1.86
O  -4.02  -0.53  2.89
C  -3.29  -1.46  3.10
O  -1.94  -1.43  2.93
C  -1.42  -2.62  3.50
C  -2.59  -3.56  3.45
O  -3.71  -2.68  3.54
H  -0.57  -2.99  2.92
H  -1.10  -2.42  4.52
H  -2.65  -4.11  2.50
H  -2.59  -4.27  4.27
O  -6.41  -0.21  -3.24
C  -6.64  -1.29  -3.71
O  -6.14  -1.72  -4.90
C  -6.44  -3.11  -4.99
C  -7.61  -3.27  -4.07
O  -7.41  -2.24  -3.12
H  -6.67  -3.39  -6.02
H  -5.57  -3.68  -4.66
H  -8.57  -3.10  -4.58
H  -7.64  -4.25  -3.59
O  -4.64  3.90  -2.39
C  -5.56  3.85  -3.16
O  -6.51  4.82  -3.29
C  -7.27  4.49  -4.45
C  -7.07  3.02  -4.59
O  -5.78  2.82  -4.02
H  -8.32  4.76  -4.30
H  -6.88  5.05  -5.30
H  -7.80  2.44  -4.02
H  -7.09  2.69  -5.63
O  8.71  0.17  3.45
C  7.79  0.12  2.68
O  6.85  1.09  2.55
C  6.08  0.77  1.39
C  6.28  -0.71  1.25
O  7.57  -0.92  1.82
H  5.03  1.04  1.53
H  6.48  1.33  0.54
H  5.55  -1.29  1.81
H  6.27  -1.04  0.21
O  11.94  4.84  6.41
C  11.72  3.76  5.93
O  12.22  3.33  4.74
C  11.93  1.94  4.63
C  10.75  1.78  5.55
O  10.95  2.80  6.51
H  11.70  1.67  3.60
H  12.80  1.37  4.97
H  9.80  1.95  5.04
H  10.73  0.79  6.02
O  -8.23  2.70  -0.45
C  -7.66  2.81  0.60
O  -6.66  3.70  0.84
C  -6.40  3.68  2.24
C  -6.90  2.33  2.65
O  -7.93  2.06  1.70
H  -5.34  3.81  2.44
H  -6.96  4.49  2.71
H  -6.13  1.55  2.56
H  -7.30  2.32  3.67
O  11.59  -1.15  6.21
C  11.93  -1.00  7.35
O  11.68  -1.89  8.35
C  12.44  -1.48  9.48
C  12.64  -0.01  9.23
O  12.62  0.07  7.81
H  11.89  -1.67  10.40
H  13.38  -2.03  9.50
H  11.82  0.59  9.63
H  13.59  0.35  9.63
O  -5.72  -5.86  -7.07
C  -4.94  -5.28  -7.77
O  -4.07  -5.88  -8.62
C  -3.49  -4.87  -9.43
C  -3.65  -3.64  -8.59
O  -4.81  -3.92  -7.82
H  -2.45  -5.09  -9.65
H  -4.05  -4.80  -10.37
H  -2.80  -3.49  -7.91
H  -3.79  -2.74  -9.18

Properties
charge = 0
DFT total energy = -4007.35122 a.u.
ΔE to the lowest compared entry with this formula, charge and spin = 0.00 kcal per mole
gap between HOMO and LUMO = 8.88 eV
structure (SMILES) = CC(C)[C@@H](C)COC1=C(C[C@@H](C)Cl)C(=O)OC1=O.O=C1OCCO1.O=C1OCCO1.O=C1OCCO1.O=C1OCCO1.O=C1OCCO1.O=C1OCCO1.O=C1OCCO1.O=C1OCCO1
lowest unoccupied orbital energy = -1.274 eV

Mulliken atomic charge list, values in e, 2 entries: atom 1 (C): -1.431, atom 2 (C): 0.900

Here is a molecular structure, C37H51EuN15O3P3 from OMol25. Energies are from the ωB97M-V functional and the def2-TZVPD basis.

Atoms and positions in Å:
Eu  0.78  0.78  -0.89
O  -1.81  -1.74  -3.70
C  -2.89  -1.02  -4.17
C  -3.63  -1.55  -5.19
C  -4.66  -0.74  -5.74
C  -4.87  0.51  -5.20
C  -4.16  1.08  -4.17
C  -3.11  0.35  -3.70
C  -2.24  0.76  -2.50
O  -1.51  -0.04  -1.87
N  -2.34  2.00  -2.29
N  -1.32  2.45  -1.51
C  -1.50  3.65  -1.03
C  -0.54  4.07  -0.01
C  -0.81  5.23  0.65
C  0.05  5.71  1.61
C  0.98  4.85  2.19
C  1.21  3.63  1.44
N  0.54  3.20  0.41
H  -1.51  -1.17  -2.92
H  -3.54  -2.67  -5.48
H  -5.41  -1.14  -6.42
H  -5.63  1.16  -5.59
H  -4.35  2.06  -3.74
H  -2.49  4.21  -1.12
H  -1.60  5.74  0.13
H  -0.03  6.67  2.14
H  1.73  5.26  2.94
H  2.03  3.05  1.76
N  4.51  2.15  -0.82
C  4.06  1.67  0.38
N  4.79  1.52  1.49
N  3.96  0.90  2.35
N  2.81  0.64  1.76
N  2.83  1.15  0.54
C  3.94  2.22  -2.05
N  4.62  2.61  -3.12
N  3.66  2.54  -4.10
N  2.57  2.10  -3.67
N  2.68  1.87  -2.33
H  5.45  2.46  -0.83
C  2.23  -0.60  -5.09
P  1.96  -1.28  -3.40
C  2.09  -3.02  -4.01
C  3.54  -1.31  -2.43
C  4.72  -0.61  -2.92
C  5.83  -0.63  -2.13
C  5.92  -1.40  -0.94
C  4.75  -1.99  -0.47
C  3.52  -1.87  -1.13
P  2.02  -2.20  -0.18
C  1.55  -3.82  -0.87
C  2.57  -2.79  1.44
H  2.49  0.46  -5.20
H  1.31  -0.80  -5.57
H  2.88  -1.29  -5.56
H  2.91  -3.22  -4.64
H  1.27  -3.19  -4.69
H  2.07  -3.67  -3.19
H  4.77  -0.19  -3.90
H  6.70  0.00  -2.43
H  6.86  -1.26  -0.31
H  4.75  -2.38  0.56
H  0.88  -3.72  -1.72
H  0.92  -4.39  -0.13
H  2.39  -4.52  -1.09
H  3.35  -3.56  1.36
H  1.66  -3.18  1.83
H  2.91  -1.99  2.08
O  -0.47  0.50  1.28
P  -1.39  -0.12  2.27
N  -2.44  1.01  2.82
C  -3.08  2.09  2.03
C  -3.50  3.13  3.10
C  -3.94  2.19  4.21
C  -2.84  1.15  4.24
N  -2.31  -1.44  1.69
C  -1.64  -2.51  0.88
C  -2.76  -3.43  0.37
C  -4.09  -2.64  0.70
C  -3.57  -1.19  1.04
N  -0.60  -0.78  3.59
C  -1.12  -1.72  4.54
C  0.15  -2.25  5.20
C  0.99  -0.98  5.33
C  0.60  -0.17  4.07
H  -4.02  1.66  1.58
H  -2.36  2.37  1.32
H  -4.29  3.73  2.63
H  -2.66  3.73  3.39
H  -4.88  1.83  3.98
H  -3.96  2.64  5.16
H  -3.20  0.21  4.68
H  -1.97  1.49  4.84
H  -0.95  -3.06  1.58
H  -1.03  -2.10  0.03
H  -2.86  -4.43  0.85
H  -2.70  -3.58  -0.72
H  -4.55  -3.05  1.64
H  -4.87  -2.55  -0.09
H  -4.27  -0.64  1.67
H  -3.44  -0.73  0.06
H  -1.76  -2.41  3.95
H  -1.67  -1.18  5.29
H  0.63  -2.98  4.58
H  -0.01  -2.66  6.20
H  2.12  -1.21  5.30
H  0.80  -0.38  6.27
H  1.37  -0.20  3.23
H  0.47  0.90  4.29

Properties
charge = -1
DFT total energy = -4222.11157 a.u.
ΔE to the lowest compared entry with this formula, charge and spin = 0.00 kcal per mole
gap between HOMO and LUMO (alpha / beta) = 5.77 / 6.74 eV
2S+1 = 8
lowest unoccupied orbital energy (alpha / beta) = 2.017 / 2.017 eV

Mulliken atomic charge list, values in e, 2 entries: atom 1 (Eu): 0.903, atom 2 (O): -0.678

Here is a molecular structure, C37H51F3N3O3P2S2Sn from OMol25. Energies are from the ωB97M-V functional and the def2-TZVPD basis.

Atoms and positions in Å:
Sn  0.12  -0.79  0.26
C  3.55  -3.43  0.71
P  1.72  -3.24  0.56
C  1.21  -3.97  2.16
C  1.36  -4.66  -0.57
C  -0.12  -5.02  -0.61
P  -1.22  -3.53  -0.64
C  -1.05  -3.01  -2.39
C  -2.83  -4.43  -0.76
H  3.80  -4.43  1.07
H  3.93  -2.69  1.40
H  4.01  -3.28  -0.27
H  1.61  -4.97  2.26
H  0.12  -3.98  2.21
H  1.58  -3.34  2.97
H  1.95  -5.52  -0.25
H  1.70  -4.38  -1.57
H  -0.38  -5.57  0.30
H  -0.34  -5.66  -1.47
H  -1.16  -3.84  -3.08
H  -0.09  -2.52  -2.52
H  -1.84  -2.28  -2.59
H  -2.85  -5.05  -1.65
H  -3.64  -3.71  -0.80
H  -2.97  -5.06  0.12
O  3.65  0.85  4.43
C  2.83  0.03  5.11
C  2.97  -0.14  6.49
C  2.15  -1.00  7.19
C  1.18  -1.73  6.52
C  1.00  -1.54  5.17
C  1.81  -0.66  4.44
C  1.50  -0.45  3.02
O  0.44  -0.98  2.53
N  2.31  0.33  2.35
N  1.94  0.55  1.07
C  2.39  1.60  0.51
S  1.75  1.99  -1.12
C  3.11  3.28  -1.38
C  3.35  3.97  -0.07
S  3.44  2.73  1.29
H  4.28  1.28  5.02
H  3.73  0.42  7.01
H  2.27  -1.10  8.26
H  0.56  -2.43  7.06
H  0.23  -2.07  4.63
H  2.71  3.97  -2.12
H  4.00  2.78  -1.75
H  2.56  4.67  0.18
H  4.31  4.49  -0.06
C  -2.89  6.20  -4.85
C  -2.58  5.25  -3.74
C  -2.25  3.93  -4.02
C  -1.96  3.03  -3.01
C  -1.61  1.63  -3.39
C  -1.99  3.45  -1.66
C  -1.66  2.56  -0.57
O  -1.17  1.44  -0.65
C  -2.35  4.79  -1.37
C  -2.42  5.32  0.03
C  -2.63  5.66  -2.41
H  -2.40  5.90  -5.77
H  -2.60  7.22  -4.60
H  -3.97  6.19  -5.04
H  -2.20  3.60  -5.04
H  -1.82  1.47  -4.44
H  -2.15  0.92  -2.78
H  -0.55  1.47  -3.20
H  -1.90  2.97  0.42
H  -3.21  4.83  0.59
H  -2.64  6.39  0.01
H  -1.48  5.19  0.57
H  -2.88  6.68  -2.19
C  3.47  0.56  -3.77
C  3.05  -0.15  -2.47
C  4.19  -0.17  -1.45
C  2.70  -1.60  -2.82
C  1.78  0.46  -1.89
H  4.41  0.16  -4.14
H  3.59  1.63  -3.62
H  2.71  0.41  -4.53
H  4.97  -0.85  -1.78
H  3.82  -0.51  -0.49
H  4.64  0.80  -1.32
H  3.58  -2.11  -3.23
H  1.90  -1.63  -3.56
H  2.37  -2.13  -1.92
H  1.04  0.55  -2.69
F  -6.65  -0.94  3.84
C  -6.55  -1.06  2.52
F  -7.27  -0.07  1.98
F  -7.14  -2.21  2.16
C  -5.12  -1.01  2.04
C  -4.05  -1.10  2.93
C  -2.77  -1.04  2.40
N  -2.52  -0.93  1.11
C  -3.54  -0.86  0.27
C  -4.86  -0.89  0.68
H  -4.22  -1.19  3.99
H  -1.89  -1.08  3.03
H  -3.28  -0.77  -0.78
H  -5.67  -0.83  -0.03

Properties
charge = +1
DFT total energy = -3823.25854 a.u.
ΔE to the lowest compared entry with this formula, charge and spin = 55.35 kcal per mole
gap between HOMO and LUMO = 7.20 eV
lowest unoccupied orbital energy = -2.427 eV

Mulliken atomic charge list, values in e, 2 entries: atom 1 (Sn): 1.203, atom 2 (C): -1.540

Here is a molecular structure, C37H51FMnN7O5Si2 from OMol25. Energies are from the ωB97M-V functional and the def2-TZVPD basis.

Atoms and positions in Å:
Mn  2.08  -0.27  -0.16
F  1.24  -1.11  6.72
C  0.41  -0.38  5.84
C  0.81  -0.33  4.55
C  -0.05  0.27  3.57
C  0.29  0.18  2.14
O  1.42  -0.29  1.88
C  -0.68  0.82  1.22
C  -1.70  1.56  1.74
N  -1.93  1.77  3.14
C  -3.18  2.20  3.64
C  -3.88  3.26  2.84
C  -3.33  3.57  4.22
C  -1.13  1.09  4.10
C  -1.43  1.11  5.44
C  -0.74  0.30  6.40
N  -1.03  0.16  7.74
C  -1.15  -1.18  8.35
C  -0.55  -1.21  9.73
N  -0.13  0.19  10.14
C  -1.18  1.23  9.90
C  -1.63  1.23  8.47
C  -0.70  0.63  -0.34
O  -1.54  1.16  -1.08
O  0.26  -0.11  -0.81
H  1.66  -0.82  4.21
H  -2.47  1.94  1.03
H  -3.87  1.46  4.17
H  -4.95  3.14  2.82
H  -3.31  3.71  2.01
H  -4.09  3.77  5.04
H  -2.37  4.23  4.10
H  -2.28  1.67  5.83
H  -0.65  -2.00  7.70
H  -2.22  -1.44  8.38
H  0.34  -1.85  9.79
H  -1.28  -1.57  10.48
H  0.70  0.41  9.55
H  0.24  0.17  11.13
H  -0.85  2.23  10.24
H  -2.07  1.02  10.56
H  -1.35  2.20  7.99
H  -2.74  1.13  8.33
N  4.72  -1.59  -1.36
C  5.04  -0.96  -0.16
C  6.38  -1.12  0.25
C  6.75  -0.68  1.49
C  5.89  0.22  2.16
C  4.62  0.38  1.69
N  4.15  -0.26  0.60
C  3.52  -2.32  -1.64
C  3.74  -3.50  -2.43
C  2.64  -4.29  -2.69
C  1.35  -3.90  -2.28
C  1.27  -2.79  -1.49
N  2.29  -1.99  -1.22
H  5.49  -1.90  -1.97
H  7.01  -1.87  -0.24
H  7.77  -1.05  1.85
H  6.21  0.75  3.04
H  3.87  0.88  2.26
H  4.75  -3.74  -2.74
H  2.76  -5.27  -3.17
H  0.52  -4.48  -2.51
H  0.32  -2.44  -1.05
O  -4.58  -2.12  -7.08
C  -3.69  -1.57  -6.57
C  0.58  -1.69  -6.35
Si  -1.01  -2.41  -7.10
C  -1.14  -2.22  -8.96
C  -1.42  -4.12  -6.41
C  -2.40  -1.13  -6.25
Si  -2.58  0.87  -6.63
C  -3.24  1.62  -5.00
C  -3.93  0.91  -8.01
C  -0.93  1.61  -7.09
H  1.44  -1.93  -7.02
H  0.79  -2.03  -5.37
H  0.44  -0.58  -6.18
H  -1.38  -3.12  -9.53
H  -0.24  -1.73  -9.33
H  -1.98  -1.47  -9.13
H  -0.80  -4.93  -6.78
H  -2.48  -4.40  -6.53
H  -1.19  -4.00  -5.30
H  -2.13  -1.10  -5.17
H  -3.42  2.71  -5.14
H  -2.47  1.53  -4.27
H  -4.18  1.17  -4.69
H  -4.86  0.48  -7.50
H  -3.59  0.30  -8.88
H  -4.17  1.88  -8.43
H  -0.45  1.88  -6.16
H  -1.15  2.55  -7.68
H  -0.28  0.89  -7.67
C  1.22  3.86  -1.02
C  2.05  2.69  -1.46
N  2.33  2.61  -2.82
O  2.37  1.80  -0.59
H  1.62  4.31  -0.13
H  0.15  3.60  -0.90
H  1.29  4.69  -1.68
H  2.36  3.46  -3.37
H  3.03  1.81  -2.95

Properties
charge = +1
DFT total energy = -4029.52209 a.u.
ΔE to the lowest compared entry with this formula, charge and spin = 0.00 kcal per mole
gap between HOMO and LUMO (alpha / beta) = 3.07 / 6.43 eV
2S+1 = 6
lowest unoccupied orbital energy (alpha / beta) = -2.559 / -2.577 eV

Mulliken atomic charge list, values in e, 2 entries: atom 1 (Mn): 0.824, atom 2 (F): -0.407